[1]
Molecular formula: C5H11N2O
Method: DFT, wB97M-V/def2-TZVPD

```
19
Properties=species:S:1:pos:R:3:forces:R:3:lowdin_charge:R:1
C 1.91349 0.18708 -0.06467 7.6 3.1 -0.1 -0.191
C 2.90231 0.92046 0.16383 -3.4 2.7 2.8 0.073
C -0.14734 -0.01994 -1.13683 1.1 -0.2 1.0 -0.001
C -1.24467 0.81278 -0.32561 1.8 0.1 1.2 -0.316
C 0.62115 -1.56077 0.69829 1.5 2.2 1.8 0.051
N 0.90121 -0.46159 -0.22693 -11.3 -5.7 -2.2 -0.156
N -2.21404 -0.05547 0.21383 3.0 1.6 -0.4 0.271
O -0.38092 1.46115 0.61574 -0.3 -2.4 -1.5 0.047
H 3.79924 0.65584 -0.14229 4.8 -0.7 -0.9 0.026
H 2.62679 1.69935 0.90142 1.1 1.0 -0.6 0.097
H -0.63832 -0.84101 -1.65381 0.1 -0.1 0.0 0.145
H 0.30972 0.70510 -1.79334 0.0 0.0 -0.4 0.144
H -1.62336 1.57884 -0.98366 -0.6 0.1 -0.8 0.174
H 0.70162 -2.39656 0.08709 -0.2 -2.3 -0.4 0.082
H 1.42987 -1.48133 1.53683 -1.6 -0.6 -1.6 0.155
H -0.38792 -1.43381 1.17999 0.5 -0.1 -0.6 0.113
H -2.74229 -0.57723 -0.38302 -1.7 -1.7 -2.2 0.103
H -2.64803 0.11594 1.05016 -0.9 0.6 2.8 0.108
H -0.89691 2.04721 1.08377 -1.6 2.5 1.9 0.075
```
Positions in Å, forces in eV/Å.

Its spin multiplicity is 3. For the relative energy (zero: lowest compared OMol25 entry of this formula, charge and spin), the calculation gives 139.5 kcal/mol. The value obtained for the gap between HOMO and LUMO (alpha / beta) is 5.75 / 4.67 eV. The net charge is +1.

[2]
Molecular formula: C5H11N2O
Method: DFT, wB97M-V/def2-TZVPD

```
19
Properties=species:S:1:pos:R:3:forces:R:3:lowdin_charge:R:1
C -2.22760 -0.06274 0.15416 12.1 -2.5 2.4 -0.417
C -1.23378 -1.22950 -0.22067 -2.5 1.7 -1.3 -0.052
C -0.23523 0.91192 0.40963 1.8 -0.5 -4.2 -0.246
C 0.68479 1.94982 -0.30438 -0.6 -0.1 -1.3 0.014
C 1.17804 -1.17021 0.35650 1.2 -0.9 -0.3 0.001
N -3.43882 -0.27193 -0.02536 -10.7 -0.5 -1.0 0.278
N 0.00529 -0.49834 -0.32929 2.7 1.3 1.8 -0.110
O -1.56058 1.10715 0.17882 -0.5 1.9 0.2 0.099
H -1.36290 -2.07036 0.47493 0.9 0.4 0.2 0.151
H -1.47039 -1.63549 -1.19910 -0.2 -0.2 -0.4 0.137
H 0.13854 0.66548 1.35221 -0.3 0.2 2.1 0.138
H 0.40271 2.38286 -1.30487 -0.6 -1.2 0.7 0.120
H 1.75070 1.70776 -0.48278 -0.6 -0.3 0.9 0.100
H 0.59000 2.80836 0.28202 0.5 1.5 1.2 0.070
H 1.02336 -1.48060 1.46709 -0.2 1.0 -2.0 0.144
H 1.25128 -2.14228 -0.23601 0.7 1.3 0.9 0.125
H 2.09862 -0.44993 0.23672 -1.7 -1.8 0.3 0.135
H -3.98199 0.58024 0.02396 -0.7 0.1 -0.7 0.111
H 0.38352 -0.15298 -1.24981 -1.2 -1.3 0.6 0.201
```
Positions in Å, forces in eV/Å.

Its spin multiplicity is 3. For the relative energy (zero: lowest compared OMol25 entry of this formula, charge and spin), the calculation gives 109.4 kcal/mol. The value obtained for the gap between HOMO and LUMO (alpha / beta) is 6.94 / 8.07 eV. The net charge is +1.

[3]
Molecular formula: C5H11N2O2
Method: DFT, wB97M-V/def2-TZVPD

```
20
Properties=species:S:1:pos:R:3:forces:R:3:lowdin_charge:R:1
C -0.90858 -1.38721 1.04376 -2.6 -5.6 5.2 -0.222
C -0.61180 0.46822 -0.36888 0.1 -2.7 0.3 -0.415
C 0.84611 -0.09617 0.15732 -2.4 -0.3 0.2 -0.368
C -0.72724 0.42221 -1.88301 2.3 -2.2 1.6 0.058
C 1.63967 0.99443 0.91793 -1.3 -2.7 -2.2 0.082
N -1.52087 -0.61985 0.18315 -1.4 2.4 -2.5 0.210
N 0.38512 -1.20878 1.04588 4.3 1.5 -0.5 0.181
O -0.98954 1.57674 0.29779 1.9 -0.3 1.7 0.121
O 1.35466 -0.74846 -0.96721 1.5 0.0 0.8 0.038
H -1.29623 -2.22810 1.69139 -0.1 1.4 -1.3 0.158
H -1.72249 0.26945 -2.01100 -3.1 0.5 -1.3 0.064
H -0.22307 -0.49234 -2.33383 -0.5 1.6 0.7 0.138
H -0.28234 1.32677 -2.11434 0.5 1.8 -1.7 0.090
H 2.20103 0.44232 1.58420 2.1 -0.6 1.3 0.074
H 0.95303 1.52268 1.47885 -1.3 1.6 0.9 0.071
H 2.12447 1.49406 0.13379 1.1 1.2 -0.5 0.100
H -2.48838 -0.46890 0.42756 -0.5 0.6 -0.6 0.180
H 0.93325 -1.97286 1.42651 0.7 0.4 -0.2 0.183
H -1.60848 2.15933 -0.06587 -1.5 1.2 -1.5 0.116
H 1.94169 -1.45353 -0.64400 0.2 0.3 -0.5 0.140
```
Positions in Å, forces in eV/Å.

Its spin multiplicity is 3. For the relative energy (zero: lowest compared OMol25 entry of this formula, charge and spin), the calculation gives 38.1 kcal/mol. The value obtained for the gap between HOMO and LUMO (alpha / beta) is 7.15 / 7.45 eV. The net charge is +1.